# 1
{"formula": "C9H64NO24", "method": "wB97M-V/def2-TZVPD", "symbols": ["C", "C", "C", "C", "C", "C", "N", "O", "C", "C", "C", "H", "H", "H", "H", "H", "H", "H", "H", "H", "H", "H", "H", "H", "H", "H", "H", "H", "H", "O", "H", "H", "O", "H", "H", "O", "H", "H", "O", "H", "H", "O", "H", "H", "O", "H", "H", "O", "H", "H", "O", "H", "H", "O", "H", "H", "O", "H", "H", "O", "H", "H", "O", "H", "H", "O", "H", "H", "O", "H", "H", "O", "H", "H", "O", "H", "H", "O", "H", "H", "O", "H", "H", "O", "H", "H", "O", "H", "H", "O", "H", "H", "O", "H", "H", "O", "H", "H"], "positions_angstrom": [[1.505606, -0.193837, -2.018192], [0.909616, 0.622401, -0.840807], [-0.238968, 1.442789, -1.483386], [-1.013439, 2.254621, -0.470262], [-1.654267, 1.304725, 0.534667], [-0.601417, 0.432296, 1.223735], [0.287797, -0.185074, 0.230267], [1.013217, -1.355422, 0.611707], [-1.412678, -0.709328, 1.905549], [0.067376, 1.299698, 2.358677], [1.985627, 1.647042, -0.426382], [0.913890, -0.979400, -2.478568], [2.365061, -0.727709, -1.597577], [1.879913, 0.389222, -2.861362], [-0.903875, 0.829399, -2.085959], [0.238993, 2.082690, -2.231919], [-1.762886, 2.868053, -0.978042], [-0.397695, 3.031150, -0.003696], [-2.374777, 0.714224, -0.030404], [-2.166070, 1.966964, 1.236739], [-0.857352, -1.262157, 2.660705], [-1.877358, -1.379462, 1.182943], [-2.273164, -0.306765, 2.447843], [0.467586, 2.219795, 1.925323], [0.872106, 0.783355, 2.880984], [-0.709812, 1.595114, 3.066065], [2.145139, 1.552806, 0.649079], [1.874242, 2.696928, -0.697944], [2.957971, 1.399094, -0.868784], [-1.486992, 4.578314, 2.534058], [-2.062770, 4.220630, 3.217818], [-0.737253, 3.973528, 2.508618], [5.469824, -0.929604, -0.746319], [5.967979, -1.404364, -0.072973], [4.732381, -0.530078, -0.262414], [5.737886, 1.877710, -1.622580], [5.805178, 0.937360, -1.400754], [6.491539, 2.286733, -1.188649], [-0.025099, -3.778593, 3.810591], [0.874509, -3.432433, 3.718410], [0.079462, -4.602060, 4.294052], [-4.541778, -1.357859, 1.683990], [-4.148318, -2.212879, 1.472423], [-5.281464, -1.281669, 1.069654], [-1.919824, -1.386208, 4.955343], [-1.381609, -1.966372, 5.502040], [-1.596750, -1.525368, 4.056406], [1.719017, -3.635196, -3.387387], [2.561023, -3.255371, -3.070923], [1.895710, -3.902633, -4.292336], [1.584363, -1.673447, 3.963572], [2.193938, -0.960867, 4.188004], [1.295628, -1.474889, 3.053079], [-5.399225, 1.365058, 0.887194], [-6.243785, 1.389272, 1.346629], [-5.072309, 0.469307, 1.047998], [4.216513, 2.570743, -3.841930], [3.617333, 3.320918, -3.872626], [4.534367, 2.538818, -2.925622], [-2.814847, 1.633196, -4.386530], [-2.942782, 2.480447, -4.823698], [-3.405224, 1.653641, -3.618840], [3.547515, 0.330758, 4.512769], [4.148608, 1.071109, 4.619874], [3.653874, 0.054241, 3.587802], [-0.931444, -3.755637, 0.922172], [-0.048767, -3.838785, 0.560028], [-0.858151, -3.021044, 1.535775], [-3.728800, -1.611976, -2.198062], [-3.943071, -2.361323, -2.759676], [-2.808315, -1.770088, -1.930923], [3.880005, 0.008482, 1.756109], [3.027337, 0.157624, 1.313418], [4.474910, 0.669384, 1.384499], [2.747384, -3.585417, -0.273042], [1.874415, -3.959518, -0.409262], [2.593123, -2.818326, 0.299509], [-4.341162, 1.136902, -1.920817], [-4.332050, 0.197764, -2.176573], [-4.618428, 1.137905, -0.994182], [-3.528058, 4.421183, 0.388647], [-3.035337, 3.698253, 0.785324], [-2.949746, 4.755904, -0.300972], [4.257397, -2.832097, -2.470507], [4.073139, -3.458821, -1.758890], [4.415618, -2.002032, -2.002292], [-4.322331, 0.028493, 4.172463], [-3.700146, -0.567347, 4.615414], [-4.566679, -0.450482, 3.364597], [0.009124, 2.314950, -5.532235], [-0.717756, 2.143944, -4.920461], [0.601339, 2.894115, -5.046026], [-1.433869, -0.834039, -4.307763], [-1.686809, 0.056722, -4.041477], [-0.900467, -1.173595, -3.574048], [-0.956217, -2.374249, -1.796233], [-0.583780, -1.634728, -1.267663], [-0.269413, -3.047219, -1.774592]], "forces_ev_per_angstrom": [[0.8, -1.0, 0.9], [-1.6, 0.7, -1.3], [0.6, 0.6, -0.2], [-0.1, 0.2, -0.6], [0.6, 1.1, -0.7], [-0.1, -0.8, 0.9], [-0.2, -0.7, -1.6], [0.4, 1.1, 0.9], [-0.4, 0.5, 0.2], [-0.3, -0.2, -0.8], [1.4, -0.7, 0.7], [-0.5, 0.1, 0.3], [0.1, -0.1, -0.2], [-0.1, 0.6, 0.3], [-0.2, -0.4, 0.3], [0.0, 0.2, 0.0], [-0.3, -0.3, -0.1], [0.3, -0.3, 0.3], [-0.1, -0.2, 0.2], [-0.2, -0.6, 0.5], [0.6, -0.2, -0.5], [0.5, 0.0, -0.3], [0.1, 0.5, 0.0], [0.1, 0.0, 0.0], [-0.1, -0.1, 0.0], [0.1, -0.2, 0.2], [-0.2, 0.6, 0.1], [-0.6, 0.0, 0.1], [0.0, -0.2, -0.1], [0.2, -0.1, 0.0], [0.0, 0.0, 0.0], [0.0, 0.0, 0.1], [0.0, 0.6, 0.1], [0.0, -0.1, 0.0], [-0.1, -0.3, 0.1], [0.1, 0.0, 0.4], [0.0, -0.2, -0.2], [0.0, 0.1, -0.1], [0.0, -0.2, 0.1], [-0.1, 0.2, 0.2], [-0.1, -0.1, -0.1], [-0.4, -0.1, -0.3], [0.2, 0.1, 0.0], [0.0, -0.4, 0.0], [-0.2, 0.0, 0.2], [0.1, -0.1, -0.2], [0.0, -0.1, 0.3], [0.0, -0.1, 0.2], [0.0, 0.1, -0.1], [0.0, 0.0, 0.0], [0.0, 0.2, -0.5], [-0.1, -0.1, 0.3], [0.1, 0.0, -0.1], [0.0, -0.4, -0.1], [0.0, 0.2, 0.0], [0.4, 0.4, 0.3], [-0.1, 0.2, 0.1], [0.0, 0.0, 0.0], [0.1, -0.2, -0.2], [0.0, 0.3, -0.1], [-0.1, 0.0, 0.0], [0.0, 0.0, 0.3], [0.0, -0.1, 0.1], [-0.1, 0.0, 0.0], [0.3, 0.2, -0.2], [-0.5, -0.6, -0.1], [0.1, 0.3, 0.1], [0.3, 0.1, 0.0], [-0.3, 0.0, 0.4], [0.1, 0.1, -0.1], [0.1, -0.2, -0.2], [0.3, 0.0, -0.3], [-0.2, -0.5, 0.0], [-0.1, 0.2, 0.2], [0.3, -0.3, 0.4], [0.0, 0.1, -0.2], [-0.4, 0.3, -0.2], [0.0, -0.2, -0.2], [0.2, 0.0, 0.1], [-0.1, 0.4, -0.1], [-0.4, 0.1, -0.2], [0.1, 0.0, 0.1], [0.1, 0.0, 0.0], [0.2, -0.2, -0.4], [-0.2, 0.1, 0.2], [0.1, -0.1, -0.1], [-0.2, -0.1, -0.1], [0.1, 0.1, 0.0], [0.2, 0.1, 0.3], [-0.1, 0.2, 0.0], [0.0, -0.3, 0.0], [0.1, 0.0, 0.0], [0.3, -0.1, 0.1], [-0.1, 0.0, -0.2], [-0.2, -0.2, -0.1], [0.0, 0.8, 0.1], [-0.1, -0.4, 0.3], [0.0, 0.0, -0.1]], "homo_lumo_gap_ev": 5.441, "total_charge": -1, "homo_ha": -0.1399}

***

# 2
{"formula": "C9H6Cl2N2OScSe", "method": "wB97M-V/def2-TZVPD", "symbols": ["Sc", "Cl", "C", "Cl", "H", "H", "N", "C", "C", "C", "C", "C", "C", "C", "H", "H", "H", "H", "Se", "C", "N", "O"], "positions_angstrom": [[0.290387, -0.289424, -0.005910], [-0.629312, 1.017447, 2.072988], [-0.685380, 2.447189, 1.024319], [-0.167716, 2.176451, -0.655633], [-0.027849, 3.193403, 1.452312], [-1.713258, 2.786444, 0.995314], [-5.195263, -5.849114, 0.559624], [-4.381694, -5.039188, 0.470456], [-3.369828, -4.025870, 0.368613], [-2.991601, -3.297727, 1.495833], [-2.017324, -2.317721, 1.372824], [-1.363457, -1.998453, 0.169036], [-1.782300, -2.769830, -0.931012], [-2.754499, -3.755769, -0.853706], [-3.461319, -3.506675, 2.449676], [-1.760089, -1.786950, 2.288864], [-1.325811, -2.594808, -1.901001], [-3.042546, -4.321347, -1.731796], [1.091519, -0.679612, -2.602588], [0.839617, -0.274639, -4.357821], [0.718335, -0.048549, -5.486470], [1.788628, -0.369583, 0.723024]], "forces_ev_per_angstrom": [[-0.8, -1.2, -1.4], [-0.3, 0.3, 0.2], [-0.2, 0.6, 0.2], [-0.1, 0.3, 0.1], [0.0, 0.0, 0.0], [0.0, 0.0, 0.0], [0.0, 0.0, 0.0], [0.0, 0.0, 0.0], [0.0, 0.0, 0.0], [0.0, 0.0, -0.1], [0.0, 0.0, 0.1], [0.0, 0.0, 0.3], [0.1, 0.1, -0.1], [0.0, 0.0, 0.0], [0.0, 0.0, 0.0], [0.0, 0.0, 0.0], [0.0, 0.0, 0.0], [0.0, 0.0, 0.0], [0.6, -0.2, -0.2], [-0.4, 0.2, 0.1], [0.0, 0.0, 0.0], [1.1, -0.2, 0.8]], "homo_lumo_gap_ev": 6.901, "total_charge": -1, "homo_ha": -0.1855}

***

# 3
{"formula": "C9H6F2I2", "method": "wB97M-V/def2-TZVPD", "symbols": ["C", "C", "C", "C", "C", "C", "C", "C", "C", "F", "F", "I", "I", "H", "H", "H", "H", "H", "H"], "positions_angstrom": [[0.270366, 1.980991, -2.417343], [-0.139045, 1.975047, -1.280147], [0.304764, -1.085594, 0.328041], [-1.156971, -1.163129, 0.315342], [0.950997, 0.051080, 0.626021], [-1.983018, -0.159669, 0.114027], [-0.558682, 1.943155, 0.033185], [0.312144, 1.338325, 1.084634], [1.032960, -2.351387, -0.010732], [-1.650442, -2.437727, 0.433683], [-0.441338, 1.117616, 2.223064], [3.058694, 0.144408, 0.496958], [-4.007370, 0.023576, -0.005776], [0.609819, 2.011053, -3.410115], [-1.373968, 2.569207, 0.358893], [1.090747, 2.057141, 1.390370], [1.601052, -2.699708, 0.852141], [1.733303, -2.175781, -0.825009], [0.345987, -3.138604, -0.307235]], "forces_ev_per_angstrom": [[-0.4, 0.1, 1.1], [0.6, 0.1, -1.6], [0.4, 0.3, 0.2], [-0.7, -0.1, -0.2], [0.4, -0.2, -0.1], [1.2, 2.4, -0.1], [-2.2, -2.9, 1.0], [0.4, 0.2, 0.1], [0.0, -0.2, -0.1], [0.2, 0.3, 0.1], [-0.1, 0.1, 0.2], [-0.4, 0.0, 0.1], [0.4, -0.2, 0.0], [0.2, 0.0, -0.5], [0.0, 0.3, 0.1], [-0.1, -0.2, -0.2], [0.1, 0.0, 0.0], [0.1, 0.0, 0.0], [0.0, 0.0, 0.0]], "homo_lumo_gap_ev": [6.885, 6.887], "homo_ha": [-0.3072, -0.3072]}

***

| no. | E_tot (eV) |
| --- | --- |
| 1 | -61003.765 |
| 2 | -125551.195 |
| 3 | -31060.241 |